1.
92
Properties=species:S:1:pos:R:3:lowdin_spin:R:1 method="wB97M-V/def2-TZVPD" charge=+1 homo_energy_ev="-10.27 / -10.21" gap_ha="0.225 / 0.220" mol_weight_da=952.0 s_squared=1.2360 spin_multiplicity=2 total_energy_ha=-5505.9178
Ir 0.4340 0.3934 0.7972 -0.028
C -1.4351 3.9304 2.9430 0.000
C -0.8573 5.0575 2.0817 0.000
C 0.4726 5.5867 2.6291 0.001
C -1.8496 6.2173 2.0743 0.000
N -0.6953 4.5769 0.6717 0.008
C -1.4464 5.0522 -0.3828 0.005
C -1.0578 4.3934 -1.4903 0.006
N -0.0702 3.5053 -1.1408 0.005
B 0.6028 2.6411 -2.2512 0.000
N 2.0703 2.3063 -1.8694 0.001
C 2.9866 3.3255 -1.8876 -0.002
C 4.1227 2.8736 -1.3262 0.002
N 3.9161 1.5663 -0.9394 -0.004
C 2.6437 1.2318 -1.2832 -0.005
S 1.8415 -0.2927 -1.1507 -0.047
C 5.0318 0.8320 -0.2498 0.000
C 4.6237 -0.4747 0.4222 -0.003
C 6.1065 0.5523 -1.3025 0.000
C 5.5724 1.7680 0.8391 0.000
N -0.2354 1.3846 -2.5990 -0.004
C -0.1265 0.8251 -3.8470 -0.005
C -0.9827 -0.2145 -3.9189 -0.005
N -1.6348 -0.3021 -2.7088 -0.006
C -1.1567 0.6859 -1.9102 0.001
S -1.6471 1.0256 -0.2914 0.009
C -2.6345 -1.3584 -2.3599 0.000
C -2.9394 -2.1761 -3.6128 0.000
C -3.9462 -0.7271 -1.8727 0.002
C -2.0405 -2.2890 -1.2967 0.004
C 0.1382 3.6138 0.1869 0.007
S 1.2606 2.6604 1.0953 0.037
H -1.5913 4.2931 3.9588 0.000
H -0.7709 3.0732 2.9905 0.000
H -2.3949 3.6005 2.5401 0.000
H 0.2960 6.0726 3.5882 0.000
H 0.8986 6.3243 1.9461 0.000
H 1.1991 4.7978 2.7870 0.000
H -1.9458 6.5946 3.0902 0.000
H -2.8401 5.9012 1.7448 0.000
H -1.5011 7.0380 1.4451 0.000
H -2.2000 5.8097 -0.2825 0.000
H -1.4053 4.4764 -2.5052 0.000
H 0.6392 3.3161 -3.2400 0.000
H 2.7500 4.2860 -2.3120 0.000
H 5.0481 3.3938 -1.1658 0.000
H 4.3206 -1.2289 -0.2948 -0.001
H 3.8149 -0.3254 1.1372 -0.002
H 5.4931 -0.8511 0.9619 0.000
H 5.7290 -0.1360 -2.0598 0.000
H 6.9783 0.1032 -0.8278 0.000
H 6.4224 1.4719 -1.7966 0.000
H 4.7574 2.1417 1.4611 0.000
H 6.1151 2.6158 0.4220 0.000
H 6.2639 1.2176 1.4743 0.000
H 0.5557 1.2162 -4.5813 0.000
H -1.1736 -0.8670 -4.7489 0.000
H -3.4483 -1.5766 -4.3696 0.000
H -3.5969 -2.9958 -3.3302 0.000
H -2.0384 -2.6161 -4.0406 0.000
H -4.2320 0.1158 -2.5049 0.000
H -3.8729 -0.3854 -0.8440 0.002
H -4.7362 -1.4764 -1.9228 0.000
H -1.2462 -2.9074 -1.7201 0.000
H -2.8272 -2.9404 -0.9135 0.000
H -1.6272 -1.7354 -0.4538 0.008
N 2.5653 -9.0140 0.4592 0.000
C 2.2501 -7.9457 0.7426 0.000
C 1.8662 -6.6068 1.0675 0.000
C 2.8411 -5.6742 1.4263 0.000
C 2.4841 -4.3642 1.6681 0.002
C 1.1469 -3.9633 1.5472 0.004
C 0.1704 -4.9122 1.2262 0.001
C 0.5271 -6.2245 0.9888 0.000
C 0.8185 -2.5839 1.6491 0.032
C 0.5684 -1.3875 1.6586 0.028
H 3.8742 -5.9852 1.5001 0.000
H 3.2281 -3.6290 1.9426 0.000
H -0.8618 -4.6018 1.1439 0.000
H -0.2243 -6.9598 0.7351 0.000
Se -2.8899 -0.8785 2.2855 0.717
C -3.9335 -2.4273 2.0283 0.062
C -5.2133 -2.3280 1.4738 0.054
C -5.9910 -3.4635 1.3269 -0.007
C -5.4949 -4.7049 1.7098 0.068
C -4.2142 -4.8112 2.2391 -0.007
C -3.4384 -3.6776 2.4093 0.054
H -5.5924 -1.3588 1.1775 0.001
H -6.9894 -3.3840 0.9164 -0.002
H -6.1153 -5.5854 1.6070 0.004
H -3.8258 -5.7801 2.5264 -0.002
H -2.4574 -3.7371 2.8621 0.001



2.
27
Properties=species:S:1:pos:R:3:mulliken_charge:R:1 method="wB97M-V/def2-TZVPD" charge=0 homo_energy_ev=-9.18 gap_ha=0.353 smiles="NC(N)=NC[C@@H]1CCOC1.O=[NH+][O-]" mol_weight_da=190.2 total_energy_ha=-681.6220
N -0.4779 -2.6184 -0.6358 -0.487
C -1.2995 -1.7831 0.1831 0.485
N -2.6337 -2.0989 0.1058 -0.527
N -0.9329 -0.8116 0.9552 -0.238
C 0.4363 -0.3255 1.0303 -1.183
C 0.5886 1.1513 0.5954 0.692
C 0.1829 1.2977 -0.8748 -0.583
C 1.5178 1.2502 -1.5680 -0.507
O 2.5207 0.8543 -0.6298 -0.425
C 2.0280 1.4279 0.6267 -0.808
H -0.5393 -3.5846 -0.8621 0.261
H 0.4671 -2.6172 -0.3019 0.207
H -3.3336 -1.4102 0.0285 0.239
H -2.8296 -2.8300 -0.5990 0.216
H 1.2231 -0.9090 0.4569 0.337
H 0.6972 -0.4634 2.1279 0.222
H 0.0095 1.8007 1.2783 0.505
H -0.2539 2.3790 -1.0252 0.230
H -0.5772 0.5229 -1.2107 0.160
H 1.4592 0.5598 -2.4095 0.291
H 1.8760 2.1586 -2.0545 0.325
H 2.2520 2.4666 0.7576 0.333
H 2.7111 0.7380 1.2014 0.269
O -2.0770 1.6881 4.0565 -0.506
N -2.3855 1.4261 2.8929 0.767
O -3.0249 2.1622 2.1809 -0.476
H -2.1376 0.5330 2.5106 0.199



3.
81
Properties=species:S:1:pos:R:3:mulliken_charge:R:1 method="wB97M-V/def2-TZVPD" charge=+1 homo_energy_ev=-11.47 gap_ha=0.276 mol_weight_da=501.2 total_energy_ha=-1425.2421
Sr -18.0987 26.8932 -2.3237 1.594
C -16.6634 23.3129 0.2353 -0.495
C -17.8162 24.2759 0.0358 0.706
O -18.0853 24.6216 -1.2777 -0.721
H -16.4213 23.0657 1.2690 0.299
H -15.7347 23.7953 -0.1119 -0.025
H -16.7144 22.4253 -0.3999 -0.065
H -17.5479 25.1544 0.6669 -0.399
H -18.7174 23.8851 0.5383 0.032
C -18.9655 20.0883 -3.1619 -1.402
C -18.2362 20.9901 -2.1805 -0.040
O -17.9414 22.2386 -2.8175 -0.448
H -19.7069 20.6888 -3.6839 0.309
H -19.4036 19.2286 -2.6595 0.393
H -18.2298 19.7050 -3.8715 0.322
H -17.3014 20.5325 -1.8314 0.208
H -18.8055 21.1546 -1.2575 0.495
H -18.0179 22.9691 -2.1756 0.003
C -13.7973 21.4160 2.9966 -0.976
C -14.2978 22.4672 3.9772 -0.046
O -15.0995 21.8693 4.9705 -0.520
H -14.6279 21.0863 2.3647 0.226
H -13.3259 20.5547 3.4624 0.356
H -13.0885 21.8501 2.2838 0.298
H -14.8253 23.2323 3.3957 0.126
H -13.4175 22.9701 4.3955 0.244
H -15.9447 22.3192 5.0315 0.310
C -16.7973 24.3254 -5.5656 -1.104
C -16.1712 25.0889 -4.4329 0.937
O -16.6098 26.4934 -4.3207 -0.579
H -17.8740 24.4782 -5.6047 0.329
H -16.6773 23.2664 -5.3231 0.194
H -16.2570 24.5136 -6.4902 0.407
H -15.0844 25.0825 -4.4997 0.273
H -16.4829 24.6920 -3.4616 -0.484
H -16.3145 26.9808 -5.0971 0.203
C -19.7587 26.0805 4.4236 -1.367
C -19.9582 24.8123 3.6287 0.490
O -19.9378 23.7327 4.5314 -0.561
H -18.8105 26.1567 4.9615 0.299
H -20.4676 26.0518 5.2618 0.398
H -19.9913 27.0046 3.8969 0.361
H -19.1916 24.6968 2.8520 -0.113
H -20.9417 24.9013 3.1511 0.210
H -20.2559 22.9476 4.0757 0.316
C -13.7186 27.0022 -2.4273 -1.330
C -14.5382 26.3450 -1.3274 0.507
O -15.6972 27.1218 -0.9919 -0.327
H -14.3353 27.4490 -3.2110 0.255
H -13.0386 26.2787 -2.8748 0.348
H -13.1400 27.8426 -2.0358 0.405
H -13.8566 26.2128 -0.4894 0.484
H -14.8816 25.3783 -1.6954 -0.432
H -15.5819 27.5339 -0.1317 0.158
C -17.9053 29.2671 1.3856 -1.170
C -18.5423 27.8950 1.2244 0.137
O -19.1351 27.7169 -0.0950 -0.418
H -17.8365 29.4736 2.4531 0.344
H -18.5534 30.0439 0.9807 0.323
H -16.9288 29.3166 0.9039 0.239
H -19.3698 27.8421 1.9350 0.186
H -17.9065 27.0583 1.5100 0.227
H -20.0801 27.5664 0.0024 0.221
C -23.3303 22.0364 0.6365 -1.241
C -22.4167 22.3351 -0.5108 -0.074
O -21.1897 22.8433 0.0031 -0.392
H -23.3788 22.8450 1.3658 0.288
H -23.0374 21.1285 1.1703 0.304
H -24.3460 21.8186 0.2982 0.371
H -22.8782 23.0665 -1.1822 0.299
H -22.2220 21.4132 -1.0688 0.249
H -20.6997 23.2981 -0.6867 0.157
C -14.3636 22.4143 -2.4911 -0.418
C -14.4666 21.9414 -3.9412 -0.332
O -15.6472 21.2283 -4.1892 -0.548
H -15.1732 23.1091 -2.2519 -0.360
H -13.3968 22.9028 -2.3427 0.421
H -14.4581 21.5657 -1.8150 0.333
H -13.6405 21.2457 -4.0968 0.399
H -14.3327 22.7894 -4.6248 0.119
H -16.3929 21.7153 -3.7963 0.274



4.
86
Properties=species:S:1:pos:R:3:mulliken_charge:R:1 method="wB97M-V/def2-TZVPD" charge=-1 homo_energy_ev="-4.08 / -4.08" gap_ha="0.154 / 0.151" mol_weight_da=756.2 total_energy_ha=-6549.6303
Li -11.9928 -17.6521 5.8083 1.427
N -12.0530 -19.7145 6.1591 -0.027
C -12.4259 -20.0100 7.5223 0.798
C -11.7068 -21.0471 8.1234 -0.787
C -12.1746 -21.5839 9.3094 -0.493
C -13.1940 -20.9605 10.0016 -0.654
C -13.7416 -19.7917 9.5526 -1.096
C -13.4658 -19.2986 8.2763 0.307
C -14.3282 -18.2112 7.7459 0.522
C -15.6118 -17.8777 8.2725 -0.610
C -16.2810 -16.7201 7.8434 -0.805
C -15.6234 -15.8709 6.9094 -0.433
C -14.4033 -16.1908 6.3637 -0.515
C -13.7580 -17.3895 6.7585 -0.213
H -11.5158 -20.5087 5.7898 0.246
H -12.8659 -19.5217 5.4988 0.374
H -10.7417 -21.4312 7.7866 0.346
H -11.8844 -22.5867 9.6385 0.310
H -13.6025 -21.4179 10.9034 0.342
H -14.3090 -19.1736 10.2374 0.485
H -16.0454 -18.6069 8.9432 0.452
H -17.2320 -16.4667 8.1681 0.480
H -16.1919 -14.9725 6.6459 0.305
H -13.9653 -15.6376 5.5756 0.383
Br -11.7901 -21.7829 -4.7042 -0.168
C -13.2978 -21.1078 -3.7724 0.070
C -14.0795 -21.9723 -2.9268 -0.493
C -15.0356 -21.4165 -2.1178 -0.324
C -15.1236 -20.0372 -1.9317 0.001
C -14.4198 -19.1818 -2.7724 -0.132
C -13.5426 -19.6848 -3.6635 -0.364
N -15.7620 -19.7100 -0.7803 -0.265
N -15.5757 -18.4533 -0.4461 -0.339
C -15.2813 -18.1315 0.8354 0.080
C -14.6227 -16.8676 0.9644 -0.808
C -13.7335 -16.6836 2.0642 -0.200
C -13.4279 -17.7543 2.8899 -0.197
O -12.3307 -17.7660 3.6823 -0.278
C -14.2714 -18.9206 2.9316 -0.049
N -14.1254 -19.8247 4.0236 -0.288
C -14.9301 -20.9009 3.8978 -0.548
C -16.0423 -21.0107 3.0432 -0.791
C -16.2370 -20.1419 2.0144 -0.472
C -15.3140 -19.0740 1.9534 0.919
H -13.8829 -23.0150 -3.0093 0.430
H -15.7608 -21.9344 -1.5059 0.420
H -14.4439 -18.0750 -2.6208 0.324
H -12.9351 -19.0211 -4.3417 0.298
H -14.8905 -16.1497 0.1706 0.414
H -13.1411 -15.7623 2.1534 0.335
H -14.6840 -21.6930 4.5530 0.579
H -16.7676 -21.7917 3.1134 0.394
H -16.9048 -20.3174 1.1833 0.511
N -7.1437 -14.2777 8.9170 -0.604
C -7.8718 -15.0150 8.3751 0.347
N -8.3100 -16.1173 7.9205 -0.632
C -9.3891 -16.4463 7.3223 0.608
N -10.3036 -16.9264 6.7212 -1.113
C -6.7419 -18.3713 -0.4651 -1.265
C -8.1956 -18.0036 -0.2935 -0.195
C -8.7808 -18.7590 0.9460 -0.689
C -10.2751 -18.5359 1.3600 -0.964
Ge -10.6281 -17.5396 3.0436 0.248
C -10.3744 -15.6210 2.6835 -0.680
C -9.0344 -15.0583 3.1678 -0.783
C -8.6692 -13.5905 2.9114 -0.481
C -8.9328 -13.2208 1.4344 -1.052
H -6.3688 -18.0657 -1.4500 0.384
H -6.6452 -19.4244 -0.4981 0.320
H -6.1504 -17.8691 0.3182 0.312
H -8.8536 -18.2360 -1.1686 0.350
H -8.4375 -16.8980 -0.1472 0.150
H -8.0568 -18.5712 1.6958 0.459
H -8.7404 -19.8532 0.7217 0.343
H -10.8508 -19.4728 1.5684 0.480
H -10.7161 -18.0779 0.4636 0.413
H -9.7265 -17.8743 4.1725 -0.145
H -11.2644 -15.0444 3.1151 0.349
H -10.3737 -15.4683 1.5827 0.554
H -8.3497 -15.6892 2.6158 0.302
H -8.9814 -15.2822 4.2389 0.290
H -7.6027 -13.4335 3.2012 0.328
H -9.2139 -12.9059 3.5904 0.316
H -8.2445 -13.7733 0.7633 0.235
H -8.8041 -12.1253 1.2439 0.357
H -9.9737 -13.3869 1.1637 0.259



5.
43
Properties=species:S:1:pos:R:3:mulliken_charge:R:1 method="wB97M-V/def2-TZVPD" charge=0 homo_energy_ev=-8.94 gap_ha=0.338 mol_weight_da=349.4 total_energy_ha=-1484.5851
C -6.8991 -0.7764 -1.3527 -1.110
C -6.0439 -1.4666 -0.2995 -0.254
O -4.7113 -0.9575 -0.2933 -0.344
C -4.4968 0.1688 0.4007 0.631
O -5.3558 0.7443 1.0255 -0.633
C -3.0872 0.6177 0.3253 0.130
C -2.7159 1.7546 1.0414 -0.980
C -1.4164 2.2076 1.0003 -0.479
C -0.4594 1.5347 0.2380 1.000
N 0.8418 2.0434 0.2433 -0.093
C 1.9369 1.5877 -0.4226 0.518
O 1.9458 0.6368 -1.1714 -0.632
C 3.2097 2.3760 -0.1258 -0.791
C 4.3044 1.3862 0.2822 0.212
S 3.7622 0.3384 1.6614 -0.361
C 3.7918 -1.1382 0.6257 0.584
N 3.4244 -2.2906 0.9331 -0.367
C 2.8735 -2.6114 2.2078 -0.793
N 4.3317 -0.8350 -0.5966 -0.007
C 4.4513 -1.8678 -1.5985 -1.097
C 4.6269 0.4601 -0.8828 0.221
O 5.1098 0.8492 -1.9172 -0.654
C -0.8277 0.3989 -0.4800 -0.559
C -2.1313 -0.0526 -0.4330 -0.825
H -7.8860 -1.2295 -1.3751 0.382
H -6.4395 -0.8734 -2.3335 0.297
H -7.0010 0.2791 -1.1126 0.313
H -6.4823 -1.3258 0.6941 0.318
H -5.9391 -2.5325 -0.5134 0.307
H -3.4651 2.2667 1.6255 0.451
H -1.1328 3.0881 1.5600 0.350
H 0.9667 2.8480 0.8430 0.145
H 3.5308 2.8745 -1.0447 0.383
H 3.0623 3.1190 0.6584 0.316
H 5.2062 1.9255 0.5823 0.511
H 1.8727 -3.0180 2.0574 0.260
H 3.4912 -3.3845 2.6661 0.266
H 2.8202 -1.7421 2.8754 0.324
H 5.0384 -2.6950 -1.2023 0.331
H 4.9395 -1.4252 -2.4648 0.392
H 3.4602 -2.2295 -1.8702 0.312
H -0.0916 -0.1212 -1.0692 0.583
H -2.4159 -0.9323 -0.9879 0.439



6.
12
Properties=species:S:1:pos:R:3:mulliken_charge:R:1 method="wB97M-V/def2-TZVPD" charge=0 homo_energy_ev=-9.63 gap_ha=0.374 smiles=Oc1ccnc(Cl)c1 mol_weight_da=129.5 total_energy_ha=-783.0902
O -0.3845 1.5415 -2.4110 -0.494
C -0.2670 0.6478 -1.4027 0.906
C -0.7629 -0.6902 -1.7135 -0.476
C -0.7149 -1.5578 -0.5933 -0.451
N -0.0885 -1.3538 0.5600 -0.520
C 0.2603 -0.1580 0.7534 0.475
Cl 0.8191 0.1468 2.3541 -0.195
C 0.1960 0.9174 -0.0882 -0.524
H -0.9074 1.1598 -3.1164 0.303
H -1.3599 -0.8697 -2.6329 0.261
H -0.8350 -2.5848 -0.7021 0.425
H 0.6037 1.9877 0.0659 0.289